# C29H22Cl2GeO4S3Zr

C29H22Cl2GeO4S3Zr as an isolated structure (ωB97M-V/def2-TZVPD, the Open Molecules 2025 dataset).

Last column: Mulliken charge in e.
Element x y z (Å)
Zr (0.01, -1.27, 0.31)  0.48
S (-1.58, 2.61, 2.20)  -0.23
C (-0.88, 1.24, 1.68)  0.44
S (0.31, 1.18, 0.37)  -0.33
S (-1.14, -0.34, 2.39)  -0.35
Cl (7.40, -1.11, 1.31)  -0.21
C (5.75, -1.18, 0.80)  0.18
C (5.44, -0.82, -0.52)  -0.51
C (4.14, -0.86, -0.97)  0.38
Cl (3.77, -0.43, -2.60)  -0.18
C (3.08, -1.25, -0.12)  -0.03
O (1.86, -1.30, -0.55)  -0.26
C (3.43, -1.63, 1.20)  0.88
C (2.44, -2.15, 2.09)  -0.26
O (1.23, -2.22, 1.86)  -0.46
C (4.77, -1.60, 1.65)  -1.03
H (6.22, -0.50, -1.19)  0.46
H (2.80, -2.55, 3.04)  0.36
H (5.00, -1.90, 2.66)  0.42
O (-0.90, -1.00, -1.76)  -0.59
C (-1.95, -1.56, -1.37)  1.07
O (-2.00, -1.95, -0.14)  -0.06
C (-3.12, -1.87, -2.24)  -0.72
C (-3.10, -3.35, -2.69)  -1.01
Ge (-2.28, -4.75, -1.58)  0.91
C (-3.01, -5.10, 0.19)  0.02
C (-3.01, -6.43, 0.63)  -0.32
C (-3.50, -6.77, 1.88)  -0.71
C (-4.02, -5.79, 2.71)  -0.38
C (-4.03, -4.47, 2.29)  -0.87
C (-3.54, -4.13, 1.04)  -0.06
C (-2.54, -6.40, -2.60)  -0.11
C (-3.83, -6.80, -2.93)  -0.47
C (-4.06, -7.97, -3.64)  -0.69
C (-2.99, -8.77, -4.03)  -0.44
C (-1.70, -8.39, -3.70)  -0.74
C (-1.47, -7.21, -3.00)  0.09
C (-0.31, -4.56, -1.53)  0.69
C (0.40, -5.10, -0.46)  -0.08
C (1.77, -5.34, -0.56)  -0.89
C (2.44, -5.04, -1.74)  -0.55
C (1.75, -4.47, -2.80)  -0.90
C (0.39, -4.24, -2.70)  -0.16
H (-3.12, -1.21, -3.10)  0.38
H (-4.02, -1.68, -1.65)  0.31
H (-2.58, -3.43, -3.65)  0.46
H (-4.12, -3.67, -2.89)  0.42
H (-2.63, -7.21, -0.02)  0.37
H (-3.48, -7.81, 2.20)  0.40
H (-4.40, -6.06, 3.69)  0.39
H (-4.43, -3.70, 2.94)  0.43
H (-3.54, -3.09, 0.75)  0.32
H (-4.68, -6.21, -2.63)  0.28
H (-5.07, -8.27, -3.88)  0.39
H (-3.17, -9.69, -4.58)  0.37
H (-0.86, -9.01, -4.00)  0.40
H (-0.45, -6.93, -2.76)  0.26
H (-0.12, -5.37, 0.45)  0.42
H (2.31, -5.78, 0.27)  0.42
H (3.50, -5.23, -1.83)  0.44
H (2.28, -4.21, -3.71)  0.45
H (-0.14, -3.82, -3.55)  0.28

## Properties
Energy in a.u.: -5658.3663
E_LUMO in eV: -1.5
ΔE to the lowest compared entry with this formula, charge and spin in kJ/mol: 7.3
Spin multiplicity: 1
Max |F| in eV/A: 0.90
Charge: 0